{"formula": "C5H15N2O", "method": "ωB97M-V with the def2-TZVPD basis set", "e_lumo_ev": [0.621, 0.385], "e_above_lowest_kj_mol": 372.58, "e_tot_ev": -10450.156, "multiplicity": 2, "largest_force_ev_per_a": 4.21, "species": ["N", "C", "C", "O", "C", "N", "C", "C", "H", "H", "H", "H", "H", "H", "H", "H", "H", "H", "H", "H", "H", "H", "H"], "xyz": [[2.079, -0.160, -1.434], [0.626, -0.005, -1.036], [0.278, 1.442, -0.950], [1.444, 2.301, -0.886], [0.391, -0.795, 0.289], [-0.946, -0.466, 0.673], [-1.980, -1.377, 0.281], [-1.037, -0.002, 2.133], [2.168, 0.135, -2.465], [2.528, 0.507, -0.789], [2.549, -1.036, -1.345], [-0.100, -0.578, -1.841], [-0.369, 1.931, -1.822], [-0.377, 1.633, -0.057], [1.191, 2.964, -0.160], [1.071, -0.358, 1.066], [0.689, -1.883, 0.244], [-2.042, -1.305, -0.881], [-1.870, -2.413, 0.748], [-2.914, -1.228, 0.733], [-1.133, 1.083, 2.293], [-2.095, -0.266, 2.482], [-0.152, -0.123, 2.726]], "lowdin_charge": [0.089, -0.371, -0.272, -0.154, -0.234, -0.296, -0.119, -0.053, 0.062, 0.083, 0.019, 0.153, 0.150, 0.110, 0.122, 0.110, 0.117, 0.117, 0.103, 0.042, 0.061, 0.101, 0.062]}